one:
# C9H14O

A 2-piece molecular cluster, C9H14O overall (the ωB97M-V functional and the def2-TZVPD basis, the Open Molecules 2025 dataset).

```
24
Properties=species:S:1:pos:R:3:mulliken_charge:R:1
H -2.69690 0.36187 -0.86017 0.25
H -0.61906 0.20682 -1.60499 0.00
C -1.17256 0.75689 -2.39850 0.05
C -2.61718 0.47420 -1.94932 -0.97
H 1.73160 1.13806 -0.05076 0.35
H -0.24719 -1.25193 2.92570 0.43
H 0.75057 1.31954 3.20121 0.32
C 1.08687 -2.31011 1.57538 -0.20
H 0.94804 -3.28926 2.06434 0.31
C 2.31630 -0.96164 0.01981 -0.36
H 2.39488 -3.14345 0.17904 0.37
O -0.77387 2.09030 -2.36988 -0.50
C 1.61991 0.20965 0.47961 -0.57
H -3.27741 1.25952 -2.34483 0.32
C 0.23079 1.24683 2.22890 -1.53
H -0.89654 0.30653 -3.37879 0.27
H -0.89226 1.40789 2.29563 0.31
C 2.00183 -2.18391 0.51092 -0.54
C 0.44057 -1.23015 2.10714 -0.68
H -1.48795 2.69721 -2.57094 0.29
H -2.91546 -0.48135 -2.33612 0.30
C 0.72870 0.02215 1.49165 1.15
H 0.44821 2.17494 1.70516 0.39
H 2.89813 -0.82061 -0.92019 0.28
```

Calculated values
E_LUMO = 0.915 eV
structure (SMILES) = Cc1ccccc1.CCO
charge = 0
HOMO-LUMO gap = 9.944 eV
molar mass = 138.21 g mol⁻¹

two:
# C9H14O

A 2-piece molecular cluster, C9H14O overall (the ωB97M-V functional and the def2-TZVPD basis, the Open Molecules 2025 dataset).

```
24
Properties=species:S:1:pos:R:3:mulliken_charge:R:1
H -2.68644 1.07562 2.04166 0.36
H 0.58225 -1.78021 1.55230 0.40
H 1.33409 1.67627 -1.65090 0.12
H 1.27539 -0.90049 -4.86820 0.27
H 0.73876 -2.80803 -3.27097 0.28
O -1.52659 -1.10270 3.06159 -0.57
C 0.21759 -0.85072 1.43638 -0.98
H 1.54836 2.74210 -0.47160 0.33
C -0.95128 -0.33450 2.05392 1.02
H -1.06748 -2.03148 3.20912 0.32
C 1.77121 -1.06553 -3.87334 -0.97
C -1.68094 0.80913 1.66310 -0.83
C 0.70008 2.18964 -0.91981 -1.17
H -1.59695 2.38102 0.10361 0.18
C 0.94015 -1.73907 -2.80944 -0.52
H 2.05012 -0.06937 -3.56309 0.26
H 2.58399 -1.60978 -4.05429 0.37
C -1.07575 1.57740 0.70312 -0.15
C 0.14390 1.22310 0.11059 0.36
H 1.45056 -1.81208 -1.86153 0.17
H 1.38640 -0.42878 -0.26046 0.48
C 0.73075 0.00108 0.41336 -0.29
H -0.12439 2.66561 -1.41681 0.38
H -0.03620 -1.14193 -2.64879 0.20
```

Calculated values
E_LUMO = 0.833 eV
structure (SMILES) = Cc1ccc(O)cc1.CC
charge = 0
HOMO-LUMO gap = 9.064 eV
molar mass = 138.21 g mol⁻¹

three:
# C9H14O

A 2-piece molecular cluster, C9H14O overall (the ωB97M-V functional and the def2-TZVPD basis, the Open Molecules 2025 dataset).

```
24
Properties=species:S:1:pos:R:3:mulliken_charge:R:1
C 0.86203 1.37247 1.34790 -0.70
C -2.41606 -3.52293 -0.72348 -1.07
H -3.51399 -3.52845 -0.74839 0.31
C 0.50344 0.60191 -1.24681 -0.31
C 0.12396 2.12213 0.46797 -0.08
H -1.85823 -2.75662 1.24597 0.31
H -2.16770 -1.52573 -0.16738 0.20
H -2.35059 -3.23713 -1.80665 0.29
H 1.13935 1.87637 2.26409 0.36
C 1.28731 0.08194 0.95728 0.99
C -1.78002 -2.48670 0.18841 -0.42
H 0.51166 0.20280 -2.24587 0.35
H -0.70074 -2.57350 0.05064 0.07
C -0.11855 1.76343 -0.87185 -0.09
H 1.06850 -0.94203 2.82947 0.32
C 1.80492 -0.82938 2.03680 -1.55
H 2.08729 -1.83583 1.69259 0.35
H 2.76291 -0.50766 2.45957 0.39
H -0.27211 3.12486 0.68472 0.28
H -1.25453 3.13121 -1.66062 0.35
C 1.08177 -0.32416 -0.35709 -0.60
O -0.38972 2.75362 -1.78079 -0.52
H -2.06422 -4.54137 -0.65125 0.32
H 1.42049 -1.31052 -0.66368 0.44
```

Calculated values
E_LUMO = 0.849 eV
structure (SMILES) = Cc1ccc(O)cc1.CC
charge = 0
HOMO-LUMO gap = 9.476 eV
molar mass = 138.21 g mol⁻¹

Stability summary - winner: one; margin: 0.0022 hartree.

one:
# C5H14O

A 2-piece molecular cluster, C5H14O overall (the ωB97M-V functional and the def2-TZVPD basis, the Open Molecules 2025 dataset).

```
20
Properties=species:S:1:pos:R:3:mulliken_charge:R:1
O 1.95925 -0.54875 0.61529 -0.53
H -2.32022 -0.06049 2.71754 0.32
H 2.06254 1.49912 -1.23335 0.27
H -1.96660 1.39592 1.58885 0.32
H -2.90412 0.69285 -0.63856 0.39
H 1.03717 -0.91062 -1.13418 0.10
H 1.04301 -0.55643 0.90351 0.27
H 3.57245 0.65978 -0.79798 0.26
C 2.64540 0.59281 -1.37869 -0.97
H -2.71109 -1.05133 0.85741 0.33
C -1.89881 0.26626 -0.69738 -1.27
H 2.72898 -1.51138 -1.06295 0.24
H -1.08345 -1.31067 0.68207 0.41
H -1.22084 1.11346 -0.65385 0.31
C 2.06205 -0.69521 -0.78037 -0.01
C -1.81002 -0.48205 0.62920 -0.36
H 2.88403 0.45532 -2.43281 0.32
H -0.74497 0.39454 2.42759 0.24
C -1.71899 0.39661 1.93515 -0.97
H -1.61578 -0.33975 -1.54650 0.31
```

Calculated values
E_LUMO = 0.983 eV
structure (SMILES) = CCC.CCO
charge = 0
HOMO-LUMO gap = 11.218 eV
molar mass = 90.17 g mol⁻¹

two:
# C5H14O

A 2-piece molecular cluster, C5H14O overall (the ωB97M-V functional and the def2-TZVPD basis, the Open Molecules 2025 dataset).

```
20
Properties=species:S:1:pos:R:3:mulliken_charge:R:1
C -0.46939 -0.23752 -1.27547 -0.87
C -2.00067 -1.01149 0.65612 -1.03
H 1.58469 1.08460 1.71135 0.28
H 0.25688 -0.69287 -1.96329 0.35
H -2.68498 -1.80648 0.93153 0.33
H -1.42791 -0.66872 1.52138 0.24
H -0.17950 1.10854 0.34597 0.33
C 0.24091 0.99314 -0.65157 -0.05
H -1.22397 -2.19528 -1.01286 0.32
H 2.27591 1.56753 -0.04576 0.52
H 2.14978 0.92847 -1.69266 0.39
H 0.04021 -1.71897 0.13924 0.27
H -2.57016 -0.15642 0.29204 0.29
C -0.88513 -1.40070 -0.34767 -0.40
H -0.07516 1.81226 -1.29945 0.21
H -1.35503 0.06968 -1.83582 0.42
H 1.19515 0.39206 3.01027 0.31
H 2.02436 -0.18182 -0.44330 0.36
O 1.35649 1.25658 2.63936 -0.65
C 1.74753 0.85740 -0.67938 -1.62
```

Calculated values
E_LUMO = 0.884 eV
structure (SMILES) = CCCCC.O
charge = 0
HOMO-LUMO gap = 11.874 eV
molar mass = 90.17 g mol⁻¹

Stability summary - winner: two; margin: 0.0262 hartree.

one:
# C5H14O

A 2-piece molecular cluster, C5H14O overall (the ωB97M-V functional and the def2-TZVPD basis, the Open Molecules 2025 dataset).

```
20
Properties=species:S:1:pos:R:3:mulliken_charge:R:1
H 0.79932 2.94331 -2.05064 0.23
H -0.02429 -2.46969 2.80063 0.29
O -1.44965 -0.73818 1.83352 -0.51
H -0.61781 2.14577 -2.48590 0.35
H -1.17552 -0.86664 2.75148 0.28
H 0.81666 1.43129 0.17907 0.29
C 1.27140 0.92933 -2.40914 -1.14
C 0.32553 -2.45949 1.76652 -1.08
H -0.30771 2.78238 0.06054 0.36
H 0.21970 -3.49658 1.45240 0.29
H 0.78914 -0.01994 -2.60615 0.28
C -0.58397 -1.49863 0.99392 0.34
H 2.10602 0.92972 -1.70298 0.29
H -1.15518 -2.11277 0.30949 0.20
H 0.04102 -0.79356 0.45964 -0.14
H -0.74106 1.07161 -0.16910 0.21
C -0.01056 1.85190 -0.40984 -1.05
C 0.28513 1.99607 -1.89208 -0.18
H 1.36313 -2.15201 1.88465 0.32
H 1.73098 1.26522 -3.32951 0.38
```

Calculated values
E_LUMO = 0.995 eV
structure (SMILES) = CCC.CCO
charge = 0
HOMO-LUMO gap = 11.315 eV
molar mass = 90.17 g mol⁻¹

two:
# C5H14O

A 2-piece molecular cluster, C5H14O overall (the ωB97M-V functional and the def2-TZVPD basis, the Open Molecules 2025 dataset).

```
20
Properties=species:S:1:pos:R:3:mulliken_charge:R:1
H 1.15859 2.70652 0.95560 0.35
H 0.72727 3.53213 -0.57129 0.31
H 0.91771 0.80446 -2.32702 0.30
C 1.44961 0.96341 -1.39079 -1.15
O -1.01295 1.18025 -0.89314 -0.54
H -0.51578 3.05940 0.58481 0.37
C -0.33712 -3.06018 0.86942 -0.76
H -0.06417 -3.34518 1.87042 0.30
H -0.66219 -3.78261 0.10993 0.28
C 0.31817 1.34455 -0.40148 0.86
H 2.15946 0.25911 -0.92535 0.32
H -1.83894 -1.56253 0.18094 0.29
H -2.19441 -2.28387 1.79245 0.35
H -1.06897 0.85220 -1.79448 0.27
H 0.42193 -2.57318 0.26748 0.20
H 0.34389 0.49128 0.30089 -0.12
H 2.14930 1.77035 -1.49318 0.35
H -0.94969 -1.11992 1.65318 0.18
C -1.44235 -1.98530 1.07633 -0.82
C 0.44065 2.74911 0.13527 -1.34
```

Calculated values
E_LUMO = 0.926 eV
structure (SMILES) = CC(C)O.CC
charge = 0
HOMO-LUMO gap = 10.982 eV
molar mass = 90.17 g mol⁻¹

three:
# C5H14O

A 2-piece molecular cluster, C5H14O overall (the ωB97M-V functional and the def2-TZVPD basis, the Open Molecules 2025 dataset).

```
20
Properties=species:S:1:pos:R:3:mulliken_charge:R:1
H -0.43678 1.39351 0.70978 0.13
C -1.46228 1.65228 0.44292 -0.58
H 1.70750 0.02802 1.19072 0.33
C 0.81887 -1.17869 -0.10661 1.28
C 1.15625 -1.61245 -1.52151 -1.56
H -0.66402 3.54841 -0.42972 0.32
H -0.30295 -2.50159 1.12307 0.34
H -1.54380 1.00936 -0.43974 0.23
C -1.57504 3.09253 -0.04058 -0.95
H 0.31346 -2.19364 -1.89253 0.38
H 1.10858 -3.28853 0.53091 0.28
C 0.76314 -2.33251 0.92250 -1.23
H 1.31471 -0.72146 -2.13170 0.38
H -2.08401 1.42794 1.29936 0.33
H -1.86704 3.75223 0.78014 0.28
O 1.85581 -0.27264 0.29095 -0.60
H 1.25914 -2.14276 1.87000 0.33
H 2.08540 -2.17159 -1.63900 0.36
H -0.14636 -0.67630 -0.10888 -0.31
H -2.30058 3.18788 -0.85009 0.26
```

Calculated values
E_LUMO = 0.898 eV
structure (SMILES) = CC(C)O.CC
charge = 0
HOMO-LUMO gap = 11.099 eV
molar mass = 90.17 g mol⁻¹

Stability summary - winner: three; margin: 0.0092 hartree.

one:
# C5H14O

A 2-piece molecular cluster, C5H14O overall (the ωB97M-V functional and the def2-TZVPD basis, the Open Molecules 2025 dataset).

```
20
Properties=species:S:1:pos:R:3:mulliken_charge:R:1
H -2.07827 -1.28095 0.32575 0.42
H -1.09811 2.92405 0.03580 0.27
C -0.48069 -0.00173 0.97113 -0.29
H 0.39318 2.87661 -0.85855 0.35
C -0.35290 2.24047 -0.40032 -0.99
C -0.73583 -1.33444 -1.34270 -0.97
H 0.01158 -2.02737 -0.96973 0.28
H -1.04899 -0.21345 1.88399 0.35
H -2.11153 0.13883 -0.51362 0.42
C 0.15729 1.35698 0.78611 -0.42
H -0.92907 1.58663 -1.04597 0.18
H 2.73479 -2.30197 0.90634 0.31
H -0.45731 -0.63772 -2.13215 0.26
C -1.38730 -0.58465 -0.16338 -0.83
H 0.14139 2.05759 1.62795 0.36
H 3.73676 -1.23642 0.61428 0.31
O 3.44523 -2.10049 0.32103 -0.63
H 1.21279 1.24248 0.53356 0.19
H -1.50003 -2.00581 -1.76194 0.33
H 0.34702 -0.69862 1.18242 0.10
```

Calculated values
E_LUMO = 0.802 eV
structure (SMILES) = CCCCC.O
charge = 0
HOMO-LUMO gap = 11.545 eV
molar mass = 90.17 g mol⁻¹

two:
# C5H14O

A 2-piece molecular cluster, C5H14O overall (the ωB97M-V functional and the def2-TZVPD basis, the Open Molecules 2025 dataset).

```
20
Properties=species:S:1:pos:R:3:mulliken_charge:R:1
H -0.03610 2.03409 2.16031 0.29
C 1.46314 -1.44538 -0.38871 -0.36
H 0.63731 -0.73320 -0.77127 -0.01
H -1.29252 2.01198 -1.24465 0.31
C 2.28603 -1.82385 -1.59600 -0.96
H -1.82352 2.88796 0.26633 0.26
C -1.10540 0.85546 0.52285 0.90
C -0.59841 1.05345 2.04122 -1.10
H -2.89724 1.71341 -0.36007 0.32
H 2.22628 -2.86219 -1.90902 0.28
H -1.60349 1.01261 2.62799 0.32
C -1.84966 1.89430 -0.25964 -1.15
H 1.07918 -2.37685 0.04435 0.33
H -1.90423 -0.78844 -0.12498 0.32
H -0.19812 0.54815 0.04870 -0.22
O -2.02878 -0.23167 0.70216 -0.57
H 0.24207 0.27161 2.10773 0.23
H 1.93656 -1.40089 -2.67492 0.22
H 2.15790 -0.93553 0.29686 0.29
H 3.30897 -1.68502 -1.48925 0.29
```

Calculated values
E_LUMO = 0.808 eV
structure (SMILES) = CC(C)O.CC
charge = 0
HOMO-LUMO gap = 10.983 eV
molar mass = 90.17 g mol⁻¹

Stability summary - winner: one; margin: 0.0426 hartree.

one:
# C4H9O2

One molecule with the formula C4H9O2 (the ωB97M-V functional and the def2-TZVPD basis, the Open Molecules 2025 dataset).

```
15
Properties=species:S:1:pos:R:3:mulliken_charge:R:1
H 0.19760 -1.09304 -1.87195 0.37
H 0.50065 -1.09709 0.93678 0.36
H 0.53868 1.16051 2.17127 0.35
C -0.05056 0.74565 0.05430 -0.56
H 0.64031 0.92101 -0.77228 0.31
H -1.96210 -1.68939 -2.06112 0.30
O -1.57761 -2.10098 -1.28388 -0.53
C -0.29748 -0.73731 0.28608 -0.50
H 0.31298 -2.44844 -0.76498 0.21
H -1.22459 -0.89790 0.81965 0.29
H -0.21763 2.39547 1.31141 0.27
H -0.94333 1.29075 -0.23440 0.34
O 1.79147 2.10820 0.95981 -0.37
C -0.27333 -1.56520 -1.01357 -0.46
C 0.56908 1.63295 1.18473 -0.38
```

Calculated values
2S+1 = 2
E_LUMO (spin up / spin down) = 0.950 / -1.493 eV
charge = 0
<S²> = 0.75
HOMO-LUMO gap (spin up / spin down) = 10.962 / 8.283 eV
molar mass = 89.11 g mol⁻¹

two:
# C4H9O2

A 2-piece molecular cluster, C4H9O2 overall (the ωB97M-V functional and the def2-TZVPD basis, the Open Molecules 2025 dataset).

```
15
Properties=species:S:1:pos:R:3:mulliken_charge:R:1
H 2.09424 -1.02623 -0.98724 0.28
C -0.67852 0.46815 1.81807 0.86
H -0.51756 0.00007 -1.06066 -0.23
C 1.07614 -1.27817 -0.66079 -0.68
H -0.60094 -1.45856 -1.98358 0.34
H -1.06431 2.63282 1.25019 0.40
H -1.13557 1.42854 -0.03703 0.27
O 0.37759 -0.09366 2.08257 -0.58
H 1.00273 -0.73096 0.26110 0.14
O -1.79121 -0.06030 1.99602 -0.25
H 0.32388 1.73041 0.70317 0.37
C 0.02677 -0.75432 -1.62915 -0.44
H 1.02945 -2.32887 -0.34832 0.31
C -0.70949 1.70890 0.95690 -1.10
H 0.56681 -0.23783 -2.36125 0.30
```

Calculated values
2S+1 = 2
E_LUMO (spin up / spin down) = 0.810 / -3.282 eV
charge = 0
<S²> = 0.75
HOMO-LUMO gap (spin up / spin down) = 11.888 / 7.557 eV
molar mass = 89.11 g mol⁻¹

Stability summary - winner: two; margin: 0.0022 hartree.

one:
# C4H9O2

A 2-piece molecular cluster, C4H9O2 overall (the ωB97M-V functional and the def2-TZVPD basis, the Open Molecules 2025 dataset).

```
15
Properties=species:S:1:pos:R:3:mulliken_charge:R:1
H 0.61438 1.43513 0.34299 0.16
H -0.59217 2.04861 -1.79349 0.21
H 1.88653 1.12631 1.54494 0.35
C 0.86046 0.87664 1.28962 -0.82
H -1.87212 -0.53187 -1.73668 0.24
C -1.02666 1.13938 -2.38417 -0.80
H -1.75029 0.65246 -0.52352 0.13
H 0.16905 1.06300 1.97959 0.30
O 0.26244 -1.32363 1.89810 -0.52
C 0.97936 -0.65427 1.16470 0.76
C -2.13155 0.47717 -1.51005 -0.74
H -0.00762 0.66439 -2.27673 0.23
H -3.13512 0.56750 -1.45359 0.42
H -1.27979 1.30905 -3.41358 0.33
O 1.47225 -1.09738 0.09808 -0.24
```

Calculated values
2S+1 = 2
E_LUMO (spin up / spin down) = 0.720 / -3.373 eV
charge = 0
<S²> = 0.75
HOMO-LUMO gap (spin up / spin down) = 11.661 / 7.199 eV
molar mass = 89.11 g mol⁻¹

two:
# C4H9O2

A 2-piece molecular cluster, C4H9O2 overall (the ωB97M-V functional and the def2-TZVPD basis, the Open Molecules 2025 dataset).

```
15
Properties=species:S:1:pos:R:3:mulliken_charge:R:1
H -2.41380 -0.14922 0.50547 0.24
H -1.78157 -1.24197 -0.76243 0.22
O 1.83061 0.85035 -0.46075 -0.54
H -1.53674 1.65981 -1.20001 0.32
H -3.33260 -0.34818 -1.07354 0.29
C -2.30596 -0.27346 -0.59504 -0.76
H 2.60582 -0.61541 2.41194 0.35
O 3.25726 -0.74169 -0.04150 -0.26
H -0.23067 0.34082 -1.06735 0.00
C 2.28243 -0.01171 0.24047 0.68
H 1.42086 0.71564 2.26487 0.27
C -1.28462 0.60913 -1.22110 -0.57
C 1.74570 -0.25262 1.81656 -0.78
H -1.33456 0.47926 -2.32269 0.28
H 1.07784 -1.02076 1.50510 0.26
```

Calculated values
2S+1 = 2
E_LUMO (spin up / spin down) = 0.736 / -3.371 eV
charge = 0
<S²> = 0.76
HOMO-LUMO gap (spin up / spin down) = 11.398 / 7.128 eV
molar mass = 89.11 g mol⁻¹

Stability summary - winner: two; margin: 0.0235 hartree.